{
  "formula": "C7H17OPS",
  "method": "wB97M-V/def2-TZVPD",
  "elements": ["C", "C", "C", "C", "C", "C", "C", "O", "P", "S", "H", "H", "H", "H", "H", "H", "H", "H", "H", "H", "H", "H", "H", "H", "H", "H", "H"],
  "positions_angstrom": [[2.77774, -0.66789, 1.30992], [1.69625, -2.78742, 2.19436], [-3.41253, 1.53860, -1.66582], [-2.08116, 2.65306, 0.22250], [1.26303, -2.06939, -0.12672], [1.77621, -1.77408, 1.03526], [-2.65598, 1.31454, -0.34393], [-0.85185, -0.07050, 0.89123], [-1.33941, -0.00519, -0.69729], [-2.68055, -1.68888, -0.45957], [3.09898, -0.21530, 0.41598], [3.63680, -1.05611, 1.58570], [2.54553, 0.08980, 1.96817], [2.70457, -3.12812, 2.29363], [1.46706, -2.23846, 3.05969], [1.03549, -3.65786, 2.07149], [-4.06817, 2.42735, -1.37767], [-2.67149, 1.83909, -2.51329], [-3.98976, 0.72973, -1.90472], [-1.77244, 2.48619, 1.25860], [-2.84653, 3.44016, 0.18914], [-1.29537, 3.25978, -0.23707], [0.85019, -3.11047, -0.19819], [1.30474, -1.59866, -1.06874], [-2.36781, -2.11104, -1.67223], [-3.25076, 0.86406, 0.49298], [-0.23164, -0.69863, 1.11670]],
  "atomic_forces_ev_per_a": [[-3.44, 0.00, -2.58], [-0.02, 0.34, -1.74], [1.73, 3.82, 1.14], [-0.38, 0.21, 0.41], [-0.93, -2.90, -0.60], [1.24, -0.34, 1.73], [1.43, 0.04, -0.13], [-2.15, 2.99, -0.76], [-0.92, 0.07, 1.80], [0.18, 0.38, -0.37], [-0.21, 0.90, -1.52], [4.11, -2.41, 2.03], [-1.01, 1.48, 1.66], [0.72, -0.51, 0.35], [-0.48, 0.47, 1.48], [0.07, 0.55, -0.18], [0.51, -1.05, -1.12], [-1.42, -0.51, 1.42], [-1.47, -2.04, -0.93], [-0.09, 0.17, -0.13], [-0.50, -0.48, 0.43], [0.53, -1.06, -0.65], [-0.15, 1.17, 0.02], [0.34, 1.08, -0.64], [-0.09, -0.49, -0.46], [0.11, 0.45, -0.97], [2.28, -2.32, 0.31]],
  "mulliken_charge": [-1.7239, -1.3511, -1.3592, -1.4117, -1.0412, 0.9819, 0.4480, -0.4015, 0.0282, -0.2888, 0.4403, 0.5526, 0.3729, 0.3814, 0.3445, 0.3704, 0.3557, 0.2967, 0.4466, 0.3359, 0.3897, 0.3580, 0.1675, 0.4890, 0.1292, 0.3303, 0.3584],
  "homo_lumo_gap_ev": 9.534,
  "energy_ha": -1091.643467,
  "smiles": "CC(C)P(O)S.C=C(C)C",
  "charge": 0,
  "lumo_ev": 0.831,
  "e_above_lowest_kcal_mol": 0.00
}

=====

{
  "formula": "CN5O",
  "method": "wB97M-V/def2-TZVPD",
  "elements": ["C", "N", "N", "N", "N", "N", "O"],
  "positions_angstrom": [[-1.45946, -1.52757, 0.99451], [1.53543, 2.75409, -1.61674], [-0.72640, -0.68502, 0.46407], [1.18608, 1.92659, -0.99436], [1.34917, 0.00047, -0.34598], [0.40135, -0.34432, 0.11858], [-2.31870, -2.13216, 1.41068]],
  "atomic_forces_ev_per_a": [[0.35, 0.37, -0.25], [-0.03, -0.38, 0.23], [-1.81, 0.68, 0.30], [-0.23, 3.03, -1.13], [-0.31, -2.28, 1.38], [1.95, -1.03, -0.74], [0.08, -0.38, 0.22]],
  "mulliken_charge": [0.5592, -0.1629, -0.2629, 0.1984, -0.0953, 0.8567, -0.0932],
  "homo_lumo_gap_ev": 11.399,
  "energy_ha": -386.738440,
  "charge": 1,
  "lumo_ev": -6.391,
  "e_above_lowest_kcal_mol": 18.88
}

=====

{
  "formula": "C29H33N10OSTc",
  "method": "wB97M-V/def2-TZVPD",
  "elements": ["Tc", "C", "C", "C", "C", "C", "N", "C", "C", "C", "C", "C", "C", "C", "N", "C", "C", "C", "N", "C", "C", "N", "C", "C", "C", "N", "H", "H", "H", "H", "H", "H", "H", "H", "H", "H", "H", "H", "H", "H", "H", "H", "H", "H", "N", "N", "C", "N", "S", "H", "H", "H", "H", "H", "C", "C", "O", "N", "C", "C", "C", "C", "C", "C", "N", "H", "H", "H", "H", "H", "H", "H", "H", "H", "H"],
  "positions_angstrom": [[0.08290, -0.88696, 0.42115], [0.51829, 5.56261, -1.75163], [0.57854, 4.29688, -0.95006], [0.05299, 4.24048, 0.34317], [0.11574, 3.08074, 1.08223], [0.70621, 1.91695, 0.56745], [0.71038, 0.73502, 1.34328], [1.00274, 0.88262, 2.68223], [1.94818, 1.86551, 3.06912], [2.29559, 2.06431, 4.37527], [1.68983, 1.30575, 5.38494], [2.05362, 1.50880, 6.82036], [0.76208, 0.33124, 5.01803], [0.43101, 0.07411, 3.70003], [-0.53804, -0.94520, 3.44703], [-1.20475, -1.67149, 4.37884], [-2.05494, -2.53280, 3.73635], [-1.84621, -2.28156, 2.38521], [-0.93556, -1.32730, 2.20666], [1.19371, 1.95903, -0.74582], [1.12977, 3.13229, -1.47896], [1.81719, 0.83146, -1.35593], [2.84293, 0.84135, -2.22838], [3.02795, -0.44386, -2.68587], [2.05756, -1.19333, -2.03305], [1.31935, -0.42787, -1.22578], [0.86433, 6.40870, -1.15817], [-0.51032, 5.77960, -2.04616], [1.12508, 5.50188, -2.65231], [-0.41422, 5.11931, 0.76926], [-0.31456, 3.04890, 2.07437], [2.43613, 2.43305, 2.28937], [3.04331, 2.80312, 4.63183], [2.21894, 2.56339, 7.03607], [2.98968, 0.98697, 7.03766], [1.29241, 1.12185, 7.49425], [0.30256, -0.22922, 5.81663], [-1.05158, -1.54071, 5.43321], [-2.72657, -3.24037, 4.18955], [-2.31884, -2.75118, 1.53880], [1.51584, 3.14179, -2.49069], [3.37758, 1.74982, -2.45074], [3.76853, -0.78649, -3.38674], [1.87644, -2.25385, -2.09963], [-0.65814, -2.64616, -0.73199], [0.09455, -3.82828, -0.55043], [1.13744, -3.87204, 0.29443], [1.76889, -5.02471, 0.44049], [1.69769, -2.49483, 1.14613], [-1.62559, -2.86096, -0.49256], [-0.67500, -2.37080, -1.74024], [-0.21695, -4.65972, -1.03472], [1.48420, -5.87663, -0.01957], [2.56095, -5.08064, 1.06360], [-3.98037, 0.14836, -0.12302], [-2.68255, 0.20996, -0.87069], [-1.58225, 0.17235, -0.25793], [-2.71870, 0.33649, -2.18313], [-1.54861, 0.52274, -3.04349], [-1.33736, -0.63188, -3.99317], [-1.49903, -0.46218, -5.35738], [-1.29481, -1.54592, -6.20106], [-0.94005, -2.76160, -5.64508], [-0.80210, -2.83900, -4.26890], [-0.98689, -1.80384, -3.44622], [-3.80590, -0.18537, 0.89574], [-4.69419, -0.51164, -0.61584], [-4.42107, 1.14674, -0.08897], [-3.63145, 0.41271, -2.61201], [-0.68392, 0.64312, -2.39529], [-1.68395, 1.44607, -3.60579], [-1.78553, 0.50125, -5.75823], [-1.41905, -1.44116, -7.27046], [-0.77181, -3.63477, -6.25918], [-0.53025, -3.78300, -3.80746]],
  "atomic_forces_ev_per_a": [[0.35, -0.11, 0.72], [0.01, -0.06, 0.03], [-0.04, 0.11, 0.01], [0.00, 0.03, 0.04], [0.03, 0.03, 0.03], [0.11, -0.07, 0.14], [-0.07, 0.34, 0.17], [-0.06, -0.15, -0.85], [0.30, 0.32, 0.33], [0.09, 0.19, -0.46], [0.04, 0.02, 0.40], [-0.12, 0.01, -0.16], [-0.14, -0.24, -0.19], [-0.46, -0.65, 0.45], [0.31, 0.24, -0.23], [-0.29, -0.23, 0.25], [0.15, 0.08, 0.35], [0.16, 0.37, -0.16], [-0.26, -0.26, 0.03], [0.14, -0.20, -0.22], [0.03, -0.07, -0.01], [-0.31, -0.10, 0.13], [0.28, -0.04, -0.24], [0.06, 0.31, -0.07], [-0.21, -0.01, 0.30], [0.19, 0.37, -0.30], [0.00, 0.00, 0.01], [-0.01, -0.01, 0.01], [0.00, -0.01, 0.00], [0.00, 0.00, 0.00], [-0.04, 0.00, 0.02], [0.00, -0.01, -0.02], [0.01, -0.01, -0.01], [0.02, 0.02, -0.02], [0.04, -0.02, -0.02], [0.00, -0.02, -0.01], [0.01, -0.02, -0.01], [-0.04, 0.03, 0.00], [0.00, 0.00, 0.00], [-0.03, 0.03, 0.01], [-0.01, 0.00, 0.01], [0.01, -0.01, 0.01], [0.00, 0.01, 0.01], [-0.02, 0.01, 0.02], [0.16, -0.19, 0.10], [-0.09, 0.05, 0.00], [0.18, 0.24, 0.36], [0.06, -0.17, 0.02], [-0.13, -0.36, -0.36], [-0.01, 0.08, 0.09], [-0.01, 0.14, -0.22], [0.01, 0.03, 0.00], [0.01, 0.02, 0.00], [-0.03, 0.00, -0.04], [-0.01, 0.08, -0.05], [0.34, -0.03, 0.15], [-0.49, 0.02, -0.25], [-0.15, 0.08, -0.23], [-0.04, 0.03, 0.00], [0.00, 0.06, 0.08], [0.00, -0.03, 0.01], [-0.01, -0.01, 0.00], [0.03, -0.02, -0.01], [-0.02, 0.04, -0.03], [-0.04, -0.14, -0.09], [0.02, 0.00, -0.01], [-0.01, 0.02, -0.01], [-0.02, 0.00, 0.02], [0.03, -0.06, -0.05], [-0.03, -0.03, 0.02], [-0.02, 0.00, 0.00], [0.01, 0.00, 0.01], [0.01, 0.00, 0.00], [-0.01, 0.00, 0.00], [0.02, -0.01, -0.01]],
  "mulliken_charge": [-0.1013, -1.6098, 0.3019, -1.1352, 0.3273, -0.0167, 0.4194, 0.7486, -0.1558, -1.0580, 0.0828, -1.6479, -0.9310, 0.9208, 0.1144, 0.0133, -1.4614, -0.5072, 0.6440, -0.0005, -0.3671, -0.1550, -0.2598, -1.4107, -0.5058, 1.3460, 0.4197, 0.3365, 0.3887, 0.5067, 0.6561, 0.6814, 0.4876, 0.4277, 0.3448, 0.3850, 0.2596, 0.4559, 0.4831, 0.5154, 0.5460, 0.5843, 0.4926, 0.4009, -0.0381, -0.5038, 0.8702, -0.4418, -0.2701, 0.5617, 0.4748, 0.2628, 0.2046, 0.2450, -1.4943, 0.5549, -0.3243, -0.0038, 0.5949, 0.2437, -0.7757, -0.3860, -0.8351, -0.2900, -0.3698, 0.2897, 0.4611, 0.3750, 0.3107, -0.9156, 0.5753, 0.4399, 0.4558, 0.4252, 0.3354],
  "homo_lumo_gap_ev": [6.045, 4.431],
  "spin_multiplicity": 2,
  "energy_ha": -2225.824199,
  "charge": 3,
  "lumo_ev": [-9.738, -11.291]
}

=====

{
  "formula": "C5H11O2",
  "method": "wB97M-V/def2-TZVPD",
  "elements": ["C", "C", "O", "O", "H", "H", "H", "C", "C", "C", "H", "H", "H", "H", "H", "H", "H", "H"],
  "positions_angstrom": [[2.21187, 2.09960, -0.23386], [0.71988, 2.29104, -0.08253], [0.13969, 1.42387, 0.69226], [0.10879, 3.18068, -0.62295], [2.53614, 1.06182, -0.31141], [2.74030, 2.49946, 0.62959], [2.44803, 2.63423, -1.15666], [-1.55286, -1.35421, -0.12494], [-1.20960, -1.30975, 1.38629], [-0.32746, -1.47911, -1.06645], [-2.21121, -2.20875, -0.29494], [-2.14485, -0.48611, -0.37147], [-1.60701, -2.19190, 1.87017], [-1.72293, -0.46587, 1.84764], [-0.45823, -2.22342, -1.85269], [-0.07422, -0.48592, -1.45315], [-0.14750, -1.25090, 1.59688], [0.55117, -1.73476, -0.45178]],
  "atomic_forces_ev_per_a": [[0.05, -0.22, -0.13], [0.93, 0.22, -0.33], [-0.36, -0.13, 0.22], [-0.49, -0.05, 0.14], [-0.29, -0.09, -0.10], [-0.08, 0.31, -0.06], [0.24, 0.00, 0.24], [0.38, -0.64, 0.10], [-0.70, 0.14, -0.41], [0.20, 0.58, 1.05], [0.01, 0.02, -0.01], [-0.08, 0.33, -0.23], [0.09, -0.31, 0.21], [0.24, 0.06, 0.12], [0.06, 0.28, -0.04], [-0.13, -0.28, -0.41], [0.14, 0.11, -0.05], [-0.23, -0.32, -0.33]],
  "mulliken_charge": [-0.8750, 0.7149, -0.2116, -0.5273, 0.3076, 0.2962, 0.2846, -0.2852, -1.0667, -0.8821, 0.3666, 0.3027, 0.3455, 0.2245, 0.3224, 0.1273, 0.2976, 0.2579],
  "homo_lumo_gap_ev": [11.965, 7.766],
  "spin_multiplicity": 2,
  "energy_ha": -347.507866,
  "charge": 0,
  "lumo_ev": [0.817, -3.067],
  "e_above_lowest_kcal_mol": 6.40
}

=====

{
  "formula": "CH3NO2P2",
  "method": "wB97M-V/def2-TZVPD",
  "elements": ["C", "N", "O", "O", "P", "P", "H", "H", "H"],
  "positions_angstrom": [[-0.17694, 1.25167, -0.12853], [-0.95618, 0.23363, 0.27147], [-2.88473, -1.17280, -0.07847], [1.69587, -0.66267, 0.24683], [-2.60271, 0.24676, 0.01377], [1.62968, 1.00532, -0.05937], [-0.55334, -0.69168, 0.69253], [2.66415, -0.97108, 0.57328], [1.18420, 0.76086, -1.53151]],
  "atomic_forces_ev_per_a": [[0.16, -0.35, 0.71], [3.04, -0.84, 1.16], [-1.01, -1.56, 0.02], [3.70, -0.54, 1.49], [-0.57, 1.18, -0.44], [-2.09, -1.51, -2.18], [-0.64, 1.74, -1.06], [-3.48, 1.17, -1.10], [0.89, 0.71, 1.39]],
  "mulliken_charge": [-0.2462, -0.0697, -0.4459, -0.5446, 0.3386, 0.2154, 0.3311, 0.3299, 0.0914],
  "homo_lumo_gap_ev": 8.435,
  "energy_ha": -927.776389,
  "smiles": "O=PNC#[PH]O",
  "charge": 0,
  "lumo_ev": -0.537,
  "e_above_lowest_kcal_mol": 47.39
}

=====

{
  "formula": "C7H8ClN2O3",
  "method": "wB97M-V/def2-TZVPD",
  "elements": ["C", "C", "C", "C", "C", "C", "C", "N", "N", "O", "O", "O", "Cl", "H", "H", "H", "H", "H", "H", "H", "H"],
  "positions_angstrom": [[1.09714, 1.58731, 0.52602], [0.08010, 2.07950, -0.40575], [0.83290, 0.39586, 1.17332], [-1.10057, 1.47545, -0.53911], [-0.40570, -0.30018, 0.95395], [-1.44831, 0.35163, 0.24958], [0.31572, -1.71298, -0.62224], [1.17496, -2.46792, 0.01441], [2.45859, -2.14480, 0.14163], [2.93303, -1.28973, -0.60331], [3.07759, -2.81301, 0.94192], [-2.64281, -0.15714, 0.12707], [-4.28841, 1.56097, -1.44070], [1.94275, 2.15726, 0.84282], [0.34360, 3.10643, -0.79114], [1.60096, -0.03351, 1.79246], [-1.88340, 1.93043, -1.23244], [-0.82414, -1.12655, 1.64360], [0.46215, -0.83915, -1.33275], [-0.51037, -2.28160, -0.87345], [-3.21579, 0.52173, -0.56592]],
  "atomic_forces_ev_per_a": [[-2.47, -1.20, -0.07], [3.37, 2.26, 1.09], [-0.43, 0.08, -0.03], [-2.16, 1.10, -1.37], [0.21, -1.75, 2.09], [-0.68, 0.68, -1.92], [0.48, 2.11, -1.58], [0.05, -1.20, 0.91], [-1.62, 0.32, -0.98], [0.93, 1.06, -0.51], [1.50, -0.63, 1.28], [0.52, 0.52, -0.10], [0.07, -0.16, 0.03], [0.52, 0.29, -0.37], [-0.75, -1.38, -0.19], [-0.07, -0.22, 0.30], [1.06, -0.80, 1.14], [1.31, 1.27, -1.08], [0.59, -0.98, 1.02], [-2.05, -0.83, -0.27], [-0.40, -0.55, 0.60]],
  "mulliken_charge": [-0.3624, -0.6039, -0.4227, -0.1552, -0.1735, 0.8891, -0.7187, -0.5534, 1.0934, -0.6427, -0.7296, -0.4251, -0.6954, 0.4279, 0.2637, 0.4173, 0.0325, 0.3320, 0.4072, 0.4569, 0.1628],
  "homo_lumo_gap_ev": [6.055, 6.018],
  "spin_multiplicity": 3,
  "energy_ha": -1066.788117,
  "charge": -1,
  "lumo_ev": [3.314, -0.160]
}

=====

{
  "formula": "C6H12",
  "method": "wB97M-V/def2-TZVPD",
  "elements": ["C", "C", "C", "C", "C", "C", "H", "H", "H", "H", "H", "H", "H", "H", "H", "H", "H", "H"],
  "positions_angstrom": [[0.54240, -1.43636, 2.20658], [1.24714, -0.33632, 1.97070], [0.30924, 2.09336, -0.20057], [-0.01629, 1.29809, -1.21577], [-1.15656, 0.31912, -1.20993], [-0.69128, -1.11866, -1.45450], [-0.00723, -1.43809, -0.66107], [-0.13784, -1.51631, 3.05033], [0.61532, -2.30777, 1.56140], [1.17474, 0.53586, 2.61405], [1.91833, -0.25083, 1.12063], [1.14991, 2.78034, -0.25495], [-0.25827, 2.08205, 0.72845], [0.57908, 1.33105, -2.13051], [-1.68415, 0.38185, -0.25039], [-1.87827, 0.60184, -1.98890], [-0.16643, -1.20840, -2.41311], [-1.53983, -1.81081, -1.47244]],
  "atomic_forces_ev_per_a": [[0.09, 0.10, -0.03], [-0.09, -0.14, 0.05], [-0.05, -0.08, -0.14], [0.04, 0.13, 0.13], [-0.06, 0.04, 0.04], [0.05, -0.07, -0.02], [-0.10, 0.05, -0.15], [0.10, 0.05, -0.09], [0.00, 0.10, 0.07], [-0.01, -0.10, -0.05], [-0.10, -0.06, 0.11], [-0.12, -0.11, -0.03], [0.06, -0.01, -0.15], [-0.06, 0.00, 0.12], [0.08, 0.00, -0.12], [0.10, -0.03, 0.10], [-0.07, 0.03, 0.14], [0.12, 0.10, 0.01]],
  "mulliken_charge": [-0.4486, -0.4864, -0.8560, -0.0089, -0.3044, -1.0027, 0.1500, 0.2231, 0.2565, 0.2275, 0.2507, 0.2567, 0.2621, 0.2828, 0.2703, 0.2726, 0.3331, 0.3215],
  "homo_lumo_gap_ev": 10.744,
  "energy_ha": -235.747334,
  "smiles": "C=CCC.C=C",
  "charge": 0,
  "lumo_ev": 1.232,
  "e_above_lowest_kcal_mol": 44.48
}

=====

{
  "formula": "C6H9N2O2",
  "method": "wB97M-V/def2-TZVPD",
  "elements": ["C", "C", "C", "C", "N", "N", "H", "H", "H", "H", "H", "H", "C", "C", "O", "O", "H", "H", "H"],
  "positions_angstrom": [[0.75389, -2.57653, -1.63908], [-0.79952, 0.40913, -2.81320], [0.14583, -1.22492, -1.80581], [-0.07774, -0.28423, -0.84601], [-0.29945, -0.78227, -3.03225], [-0.67649, 0.75657, -1.51605], [-1.23152, 1.04487, -3.57182], [-1.06869, 1.55588, -1.04690], [0.11155, -0.21801, 0.22428], [1.84137, -2.50875, -1.52147], [0.63683, -3.15838, -2.55194], [0.36500, -3.08297, -0.76094], [0.47024, 1.88238, 3.26299], [-0.48954, 0.81870, 2.65930], [-1.70061, 1.12474, 2.68882], [0.03766, -0.22305, 2.18858], [0.11674, 2.10357, 4.26560], [0.35486, 2.78412, 2.65018], [1.50957, 1.57915, 3.16570]],
  "atomic_forces_ev_per_a": [[0.72, 0.17, -0.24], [0.07, -0.11, -0.30], [0.03, -0.23, -0.03], [-0.03, 0.30, 0.00], [-0.05, -0.02, -0.13], [-0.11, 0.23, 0.48], [-0.04, 0.03, 0.13], [0.04, 0.02, -0.12], [-0.13, -0.26, -0.06], [-0.04, 0.09, 0.20], [-0.42, -0.13, 0.09], [-0.11, -0.19, -0.05], [-0.39, -0.04, -0.88], [0.07, 0.00, 0.00], [0.05, -0.04, -0.07], [0.00, 0.18, 0.11], [0.35, 0.08, 0.21], [-0.10, 0.05, 0.19], [0.06, -0.14, 0.47]],
  "mulliken_charge": [-1.0857, -0.2451, 0.4899, -0.3309, -0.7356, 0.0082, 0.4155, 0.2276, 0.4003, 0.2386, 0.3314, 0.2868, -0.8773, 0.6142, -0.7139, -0.7875, 0.2713, 0.2141, 0.2781],
  "homo_lumo_gap_ev": 8.094,
  "energy_ha": -494.097577,
  "charge": -1,
  "lumo_ev": 3.700,
  "e_above_lowest_kcal_mol": 15.76
}